[1]
DFT (ωB97M-V/def2-TZVPD) results for an isolated molecule of C3H7NO2S.

Output
LUMO: 0.36 eV
SMILES: O=C(O)NCCS
E_tot: -19643.9149 eV
frontier orbital gap: 0.347 hartree
spin multiplicity: 1
F_max: 0.11073 hartree/bohr
HOMO level: -9.1 eV

Structure (XYZ):
```
14
Properties=species:S:1:pos:R:3:nbo_charge:R:1
C -0.453 0.810 -0.002 -0.24
O 2.728 -0.703 -0.329 -0.68
C 1.899 0.280 -0.776 0.91
O 1.530 0.530 -1.877 -0.60
H -0.980 1.580 0.663 0.20
H 1.008 0.517 1.276 0.37
H 3.018 -1.232 -1.201 0.51
H -0.547 1.161 -1.068 0.24
H -1.306 -1.161 -0.730 0.24
N 0.963 0.841 0.262 -0.68
C -1.038 -0.591 0.188 -0.55
S -2.594 -0.500 1.117 -0.07
H -0.389 -1.173 0.875 0.21
H -2.555 0.806 1.657 0.13
```

***

[2]
DFT (ωB97M-V/def2-TZVPD) results for the ion C6H16N3 with charge +1.

Output
charge: +1
LUMO: -4.43 eV
SMILES: CCC/N=[N+](\N)C(C)C
E_tot: -10941.6823 eV
frontier orbital gap: 0.386 hartree
spin multiplicity: 1
F_max: 0.10941 hartree/bohr
HOMO level: -14.9 eV

Structure (XYZ):
```
25
Properties=species:S:1:pos:R:3:nbo_charge:R:1
C -2.556 -0.363 -0.446 -0.65
H 3.173 1.003 -0.561 0.20
H -2.629 -1.324 0.017 0.22
H 1.924 -1.435 -1.477 0.20
H 3.374 0.390 -2.007 0.23
H 2.196 -0.427 1.411 0.26
H -2.418 0.963 1.231 0.23
C 1.512 -0.898 0.526 -0.32
H -1.865 -1.002 2.473 0.43
H 3.345 -1.277 -0.499 0.22
N 0.382 -0.216 0.311 -0.07
H -2.232 2.442 -0.521 0.25
H 1.734 1.054 -1.423 0.21
H -3.619 -0.009 -0.409 0.25
H 1.229 -1.968 0.678 0.22
H -0.762 1.605 -1.402 0.24
H -0.672 2.421 0.083 0.23
N -0.966 -0.820 2.165 -0.58
H -0.255 -1.504 2.427 0.41
H -2.266 -0.413 -1.498 0.25
C 2.413 -0.861 -0.730 -0.37
C 2.675 0.547 -1.284 -0.60
N -0.620 -0.250 1.006 0.21
C -1.323 1.805 -0.461 -0.62
C -1.773 0.538 0.390 -0.05
```

***

[3]
DFT (ωB97M-V/def2-TZVPD) results for a structure of composition C12H13N8O7SZn.

Output
charge: +1
LUMO: -4.08 eV
E_tot: -98147.9430 eV
frontier orbital gap: 0.295 hartree
spin multiplicity: 1
F_max: 0.03131 hartree/bohr
HOMO level: -12.1 eV

Structure (XYZ):
```
42
Properties=species:S:1:pos:R:3:nbo_charge:R:1
O 0.064 -0.620 -1.865 -0.85
O -3.223 1.773 -2.003 -0.29
N 1.025 3.637 3.103 -0.22
C 0.174 1.751 2.272 0.24
O 2.289 -0.769 -3.187 -0.39
O 1.952 -1.661 -5.114 -0.34
C -0.380 -0.146 -2.951 0.52
H -0.104 2.380 4.270 0.45
H 0.261 -0.343 -6.329 0.29
C -2.106 0.997 -4.305 -0.08
H 3.113 4.101 0.749 0.24
H 4.071 -1.229 2.867 0.22
O -1.561 1.130 -0.820 -0.57
N 0.292 2.539 3.355 -0.35
Zn -0.002 -0.036 -0.094 1.63
N -2.031 0.985 -6.754 0.54
N 1.606 -1.016 -4.159 0.54
S -0.662 0.309 2.157 -0.25
H 2.017 1.896 -0.280 0.41
H -3.013 1.588 -4.350 0.29
O -1.440 0.606 -7.733 -0.35
C -1.472 0.604 -5.463 -0.05
H 0.558 2.593 -0.658 0.41
H 2.500 5.327 1.870 0.28
H 1.662 5.031 0.345 0.25
N 0.891 2.405 1.298 -0.24
C 2.214 4.560 1.157 -0.67
C -0.259 -0.091 -5.412 -0.08
H 5.021 -2.698 2.673 0.24
C 4.066 -2.234 2.453 -0.58
O -3.030 1.660 -6.732 -0.36
C -1.561 0.664 -3.062 -0.14
N -2.172 1.197 -1.916 0.54
H 4.704 -1.683 0.447 0.27
H 3.838 -3.226 0.531 0.28
C 1.387 3.572 1.868 0.36
N 1.706 -0.961 0.364 -0.57
C 0.282 -0.425 -4.196 -0.09
N 1.032 1.959 -0.009 -0.69
H 3.282 -2.812 2.934 0.23
C 2.669 -1.546 0.582 0.51
C 3.873 -2.208 0.930 -0.54
```